# 1
Below is a molecular structure, C17H35AsFO3, with properties calculated with ωB97M-V with the def2-TZVPD basis set.

Atoms and positions in Å:
C 2.921 -5.086 0.314
C 2.368 -4.044 0.481
C 1.657 -2.795 0.729
C 2.515 -1.524 0.482
C 1.813 -0.288 1.021
As 2.766 1.515 0.896
F 2.283 1.767 2.711
C 3.275 1.336 -1.072
C 2.156 1.705 -2.055
C 1.211 0.541 -2.424
C -0.231 0.809 -2.006
C -1.221 -0.290 -2.436
C -1.689 -1.174 -1.255
C -3.126 -0.893 -0.789
C -3.284 -1.062 0.726
C -4.711 -0.692 1.191
C -4.760 0.686 1.866
O -5.980 1.368 1.675
C -6.128 1.925 0.382
C 4.530 0.737 1.586
O 5.144 1.667 2.495
O 6.046 2.469 1.714
H 3.366 -6.017 0.043
H 0.764 -2.768 0.099
H 1.305 -2.762 1.762
H 3.474 -1.704 0.965
H 2.685 -1.478 -0.593
H 0.825 -0.173 0.567
H 1.633 -0.452 2.086
H 3.455 2.933 0.953
H 1.384 2.190 0.527
H 3.712 0.368 -1.322
H 4.069 2.075 -1.212
H 1.569 2.533 -1.655
H 2.630 2.054 -2.978
H 1.571 -0.408 -2.029
H 1.196 0.436 -3.514
H -0.295 0.987 -0.933
H -0.525 1.752 -2.478
H -2.093 0.148 -2.921
H -0.727 -0.939 -3.161
H -1.573 -2.223 -1.533
H -1.023 -1.019 -0.405
H -3.393 0.132 -1.053
H -3.801 -1.597 -1.279
H -2.566 -0.388 1.195
H -3.043 -2.089 0.996
H -5.076 -1.449 1.883
H -5.366 -0.678 0.320
H -4.619 0.550 2.938
H -3.915 1.291 1.519
H -5.195 1.903 -0.183
H -6.424 2.969 0.487
H -6.893 1.382 -0.174
H 5.252 0.581 0.784
H 4.389 -0.165 2.181
H 5.694 3.351 1.886

The HOMO-LUMO gap is 6.26 eV. Its total charge is -1.



# 2
Below is a molecular structure, C11H17ClO4S2, with properties calculated with ωB97M-V with the def2-TZVPD basis set.

Atoms and positions in Å:
C 2.786 2.623 -1.552
C 2.825 1.746 -0.349
O 1.837 0.685 -0.419
C 2.123 -0.317 0.434
C 1.188 -1.603 0.509
Cl -0.031 -0.891 1.666
C 0.389 -1.784 -0.841
O -0.235 -2.818 -1.052
O 0.487 -0.813 -1.753
C -0.224 -1.170 -2.962
C -0.014 -0.062 -3.932
O 3.012 -0.284 1.265
H 3.368 3.520 -1.443
H 3.179 2.148 -2.427
H 1.807 2.951 -1.821
H 3.830 1.337 -0.264
H 2.676 2.378 0.532
H 0.145 -2.103 -3.380
H -1.288 -1.282 -2.753
H -0.622 -0.197 -4.809
H -0.255 0.901 -3.525
H 1.010 0.002 -4.261
C 1.076 -5.356 3.339
C -0.007 -4.345 3.108
S -0.020 -3.647 1.472
C 1.482 -2.847 1.289
S 2.733 -4.009 1.493
C 2.415 -4.708 3.128
H 0.998 -5.649 4.383
H 0.959 -6.241 2.729
H -1.028 -4.740 3.219
H 0.111 -3.481 3.753
H 2.153 -2.406 0.146
H 2.567 -3.929 3.869
H 3.234 -5.437 3.178

The HOMO-LUMO gap is 6.96 eV. The value obtained for the energy above the lowest of the compared OMol25 structures with the same formula, charge and spin is 296.7 kJ/mol. Its total charge is 0.



# 3
Below is a molecular structure, C3H11O4, with properties calculated with ωB97M-V with the def2-TZVPD basis set.

Atoms and positions in Å:
C 0.671 -0.949 -0.183
C 0.088 -0.233 -1.376
O 0.756 0.903 -1.964
C -0.583 -1.700 0.322
O -1.629 -0.965 0.860
H 1.226 -0.463 0.629
H 1.546 -1.541 -0.508
H -0.059 -0.936 -2.190
H -0.978 0.107 -1.426
H 1.338 1.277 -1.298
H -1.039 -2.352 -0.477
H -0.318 -2.425 1.130
H -1.389 0.313 0.809
H -1.601 1.820 0.110
O -1.131 1.452 0.872
H 1.535 2.327 1.155
H 0.318 1.556 1.614
O 1.250 1.808 1.918

The HOMO-LUMO gap is 7.62 eV. The value obtained for the energy above the lowest of the compared OMol25 structures with the same formula, charge and spin is 171.6 kJ/mol. Its total charge is -1.



# 4
Below is 2 unconnected molecules or ions with the total composition C6H12Si, with properties calculated with ωB97M-V with the def2-TZVPD basis set.

Atoms and positions in Å:
C 0.103 0.446 -0.512
C 1.299 -0.059 -0.109
C -0.563 1.731 -0.138
C 1.635 -1.531 -0.353
C 2.384 0.924 0.015
C -2.781 -0.779 0.915
Si -1.754 0.170 -0.392
H -0.190 2.034 0.851
H -0.572 2.642 -0.832
H 1.816 -1.653 -1.470
H 2.498 -1.838 0.214
H 0.723 -1.984 -0.006
H 1.958 1.854 0.531
H 3.159 0.714 0.682
H 2.871 1.076 -0.993
H -2.303 -0.800 1.968
H -3.754 -0.437 1.320
H -3.012 -1.728 0.557
H -3.517 -0.783 -2.249

The HOMO-LUMO gap (alpha / beta) is 7.25 / 7.93 eV. The value obtained for the energy above the lowest of the compared OMol25 structures with the same formula, charge and spin is 631.2 kJ/mol. Its total charge is 0.



> Look up the total charge of the first one.

-1